A cluster of 2 separate species, CH5ClNP in total in a non-equilibrium geometry, computed with ωB97M-V/def2-TZVPD.

## Properties
Kohn-Sham gap   10.5 eV
Structure (SMILES)   C=N.PCl
Spin multiplicity   1

Last columns: bonded neighbours and bond lengths (Å).
Geometry (Å):
1 C 1.861 -0.716 -1.114  N2 1.282, H3 1.097, H4 1.090
2 N 1.304 0.438 -1.041  C1 1.282, H5 1.048
3 H 1.578 -1.548 -0.458  C1 1.097
4 H 2.634 -0.737 -1.882  C1 1.090
5 H 0.577 0.222 -0.319  N2 1.048
6 P -2.178 -0.025 1.021  Cl7 2.027, H8 1.409, H9 1.356
7 Cl -3.096 1.428 2.096  P6 2.027
8 H -0.891 0.041 1.591  P6 1.409
9 H -1.789 0.897 0.106  P6 1.356

From a Löwdin analysis of the wavefunction, the atomic charges in e read: atom 1 (C): -0.14, atom 2 (N): 0.01, atom 3 (H): 0.07, atom 4 (H): 0.05, atom 5 (H): -0.01, atom 6 (P): 0.33, atom 7 (Cl): 0.04, atom 8 (H): -0.16, atom 9 (H): -0.19